No. 1
The following is a quantum chemistry calculation of 5 unconnected molecules or ions with the total composition C39H41BrN5O12P at a distorted geometry, from the Open Molecules 2025 dataset.

Each line ends with the Mulliken charge.
Geometry (Å):
C -2.66597 4.87340 3.51179  -1.46
C -3.37796 4.56618 2.19363  0.19
C -4.20525 5.72128 1.62870  -0.33
C -3.54648 7.11834 1.73869  -1.11
N -3.52457 7.92189 0.48306  -0.27
P -2.64090 7.24646 -0.76949  0.50
C -1.64265 8.59937 -1.45233  -1.15
C -0.36359 8.05545 -2.14124  -0.44
C 0.89944 8.18747 -1.27592  -0.81
Br 1.98521 6.57846 -1.35103  -0.18
O -3.68648 6.87677 -1.95195  -0.47
C -3.81235 5.53007 -2.34901  0.13
O -4.63288 4.81323 -1.90043  -0.50
C -2.87592 5.12311 -3.42895  0.87
C -2.34376 3.84194 -3.47681  -0.50
C -1.45392 3.53778 -4.49209  -0.60
C -1.10657 4.47989 -5.45406  -0.46
C -1.64955 5.75753 -5.40677  -0.57
C -2.53762 6.07744 -4.38752  -0.26
C -1.47353 5.92977 -0.20201  0.88
O -1.44360 4.81424 -0.70702  -0.69
O -0.77713 6.42735 0.69277  -0.62
H -3.31959 5.28107 4.28137  0.34
H -2.20528 3.95607 3.87346  0.42
H -1.84184 5.56297 3.33509  0.33
H -2.64531 4.15539 1.50069  0.06
H -4.08241 3.75724 2.40286  0.32
H -5.13542 5.74927 2.19635  0.45
H -4.49748 5.57001 0.58766  0.10
H -2.55186 7.09519 2.16199  0.49
H -4.14679 7.69834 2.43785  0.45
H -4.47934 8.04303 0.15578  0.38
H -2.25845 9.06564 -2.21954  0.44
H -1.41422 9.25196 -0.61654  0.40
H -0.47743 7.03546 -2.50334  0.26
H -0.19878 8.67148 -3.02459  0.51
H 0.62014 8.36787 -0.24346  0.34
H 1.53351 9.00655 -1.59336  0.45
H -2.60035 3.12791 -2.71116  0.46
H -0.99499 2.56140 -4.54309  0.40
H -0.39491 4.23822 -6.22897  0.40
H -1.37458 6.50808 -6.13323  0.42
H -2.94779 7.07477 -4.33317  0.45
C -0.74268 -0.71849 2.42998  -0.55
C -1.74188 0.11723 1.94729  -0.83
C -2.82977 0.42967 2.74647  -0.10
C -2.89773 -0.09734 4.02217  -0.01
C -1.91495 -0.93586 4.51658  -0.41
C -0.83130 -1.24697 3.71085  -0.38
N -4.04051 0.25314 4.87986  1.03
O -4.89670 0.97673 4.41143  -0.61
O -4.06000 -0.19863 6.00692  -0.61
H 0.10889 -0.95805 1.80988  0.68
H -1.67211 0.52841 0.94934  0.49
H -3.60552 1.07927 2.36856  0.43
H -1.98545 -1.34240 5.51439  0.46
H -0.05184 -1.89873 4.08063  0.43
C 0.25840 -4.94142 -2.09146  -0.31
C 1.53588 -5.40037 -1.79732  -0.32
C 2.20491 -4.92559 -0.68083  -0.55
C 1.57904 -3.99500 0.12913  0.09
C 0.31033 -3.52042 -0.15177  -0.19
C -0.35019 -3.99896 -1.27103  -0.74
N 2.27932 -3.50844 1.32573  0.95
O 3.39579 -3.93336 1.53701  -0.57
O 1.70189 -2.71102 2.04154  -0.61
H -0.26042 -5.31564 -2.95813  0.49
H 2.01136 -6.13008 -2.43824  0.41
H 3.19851 -5.28110 -0.45079  0.54
H -0.16469 -2.79183 0.48795  0.40
H -1.34361 -3.63970 -1.50237  0.39
C 7.54825 -3.32783 5.11068  -0.46
C 8.81712 -3.84656 4.88566  -0.38
C 9.06516 -4.60948 3.75635  -0.42
C 8.03337 -4.83815 2.86440  0.03
C 6.76347 -4.33529 3.07593  -0.39
C 6.52215 -3.57543 4.20874  -0.43
N 8.29809 -5.62912 1.65189  1.02
O 9.41842 -6.07441 1.50294  -0.61
O 7.38223 -5.78872 0.87099  -0.60
H 7.35927 -2.72784 5.99125  0.37
H 9.61483 -3.65387 5.58974  0.37
H 10.05025 -5.01418 3.57854  0.44
H 5.96452 -4.52422 2.37369  0.64
H 5.53364 -3.17401 4.38428  0.43
C -1.12264 -11.48790 -3.01458  -0.42
C 0.25267 -11.49647 -3.20631  -0.44
C 0.90543 -10.34107 -3.60287  -0.38
C 0.16548 -9.18939 -3.79799  0.17
C -1.20538 -9.16376 -3.61820  -0.26
C -1.85068 -10.32413 -3.22407  -0.47
N 0.85777 -7.95613 -4.19597  1.01
O 2.05829 -8.00865 -4.36306  -0.60
O 0.18899 -6.94782 -4.32783  -0.62
H -1.62866 -12.39097 -2.69982  0.38
H 0.81755 -12.40379 -3.04391  0.37
H 1.97477 -10.34437 -3.75277  0.45
H -1.76841 -8.25663 -3.77923  0.43
H -2.92170 -10.32021 -3.07690  0.37

Calculated values
- Total charge: 0
- E_HOMO: -9.4 eV
- 2S+1: 1

=====

No. 2
The following is a quantum chemistry calculation of 2 unconnected molecules or ions with the total composition C6H14N2O2 at a distorted geometry, from the Open Molecules 2025 dataset.

Each line ends with the Mulliken charge.
Geometry (Å):
C 0.03354 -0.18229 2.01705  -0.01
C 0.37793 -1.12478 3.22386  -1.24
C -1.47652 -0.18563 1.80450  0.43
O -2.08077 -1.16241 1.43406  -0.60
N -2.11603 1.03331 1.96246  -0.39
H 0.43493 0.80964 2.17752  0.43
H 0.51816 -0.63470 1.11910  -0.07
H -0.20359 -0.90434 4.10519  0.36
H -3.12751 1.07618 1.80287  0.25
H -1.67616 1.84540 2.35030  0.20
H 1.48403 -0.98468 3.34159  0.32
H 0.36285 -2.15124 2.87035  0.33
C 1.12759 0.12000 -1.81292  0.09
C 1.83589 -0.83496 -2.71358  -1.13
C 0.07396 0.99905 -2.60800  0.58
O 0.48671 1.47282 -3.65892  -0.18
N -1.19991 1.04764 -2.22619  -0.25
H 0.67662 -0.27864 -0.91636  -0.08
H 1.75133 0.91499 -1.32178  0.39
H 1.24321 -1.74190 -2.90125  0.36
H -1.76811 1.66894 -2.78595  0.27
H -1.57874 0.74603 -1.34090  0.22
H 2.78909 -1.11989 -2.20634  0.33
H 2.03150 -0.42854 -3.71667  0.35

Calculated values
- Relative energy (zero: lowest compared OMol25 entry of this formula, charge and spin): 26.8 kcal/mol
- Total charge: +1
- E_HOMO (alpha / beta): -12.9 / -12.9 eV
- <S²>: 0.76
- 2S+1: 2

=====

No. 3
The following is a quantum chemistry calculation of a single C3H6ClFO molecule at a distorted geometry, from the Open Molecules 2025 dataset.

Each line ends with the Mulliken charge.
Geometry (Å):
C 1.26158 -0.11592 -0.86961  -0.69
C -0.13226 -0.47837 0.82760  -0.85
C -1.29411 0.37352 0.38483  0.25
H 1.57703 -0.49597 -1.85725  0.30
H 0.45907 0.80206 -1.07251  0.34
H 2.18342 0.29593 -0.11159  0.20
H -0.26799 -0.96919 1.63436  0.63
H 0.69416 0.24161 0.95827  0.29
H -1.82452 0.65423 1.34739  0.31
O 0.50373 -1.17798 -0.24572  -0.35
F -0.83276 1.51042 -0.41547  -0.30
Cl -2.32736 -0.64034 -0.58031  -0.14

Calculated values
- Relative energy (zero: lowest compared OMol25 entry of this formula, charge and spin): 72.8 kcal/mol
- Total charge: 0
- E_HOMO: -9.9 eV
- 2S+1: 1

=====

No. 4
The following is a quantum chemistry calculation of a single C5H7NO molecule, from the Open Molecules 2025 dataset.

Each line ends with the Mulliken charge.
Geometry (Å):
C -1.79820 0.12271 0.58012  -0.84
N -0.45949 -0.15165 0.10744  0.16
C 0.06542 -1.38222 -0.22480  -0.30
C 1.38465 -1.21304 -0.54881  -0.56
C 1.69354 0.17261 -0.40068  -0.58
C 0.52897 0.78154 -0.00449  0.33
O 0.20525 2.07129 0.29730  -0.53
H -2.35619 0.73887 -0.13138  0.27
H -1.76249 0.64511 1.53999  0.30
H -2.31803 -0.82779 0.71446  0.30
H -0.55931 -2.26468 -0.20617  0.33
H 2.06723 -1.99564 -0.85294  0.39
H 2.65294 0.65261 -0.54251  0.38
H 0.65571 2.65030 -0.32752  0.34

Calculated values
- Relative energy (zero: lowest compared OMol25 entry of this formula, charge and spin): 15.3 kcal/mol
- Total charge: 0
- E_HOMO: -7.8 eV
- 2S+1: 1

=====

No. 5
The following is a quantum chemistry calculation of a single C18H28N2O molecule, from the Open Molecules 2025 dataset.

Each line ends with the Mulliken charge.
Geometry (Å):
C -4.96933 -0.01355 -1.22813  -1.55
C -3.77125 0.65994 -0.63098  0.86
C -3.52520 0.58978 0.73478  -0.64
C -2.42797 1.22086 1.29103  -0.43
C -1.53802 1.93642 0.49839  1.27
C -1.79849 2.02612 -0.86345  -0.49
C -2.89620 1.39484 -1.41998  -0.63
H -3.07542 1.47384 -2.48316  0.38
H -1.13363 2.59612 -1.49776  0.37
C -0.30265 2.56963 1.09648  -2.06
N 0.90098 1.75739 1.13775  0.35
C 0.89551 0.62179 2.03442  -1.40
C 0.39999 -0.67931 1.39223  -0.17
N 1.21550 -0.95720 0.22301  0.24
C 1.06639 -2.26806 -0.36041  -0.08
C 1.44567 -3.48889 0.49980  -0.87
H 1.43097 -3.28528 1.56683  0.26
H 2.39571 -3.95661 0.25042  0.32
C 0.18323 -4.20972 0.00272  -0.52
H -0.44338 -4.65156 0.77488  0.31
H 0.39763 -4.96537 -0.75009  0.23
C -0.33200 -2.89571 -0.60227  -0.65
H -1.11373 -2.43314 -0.00467  0.09
H -0.66086 -2.93693 -1.63876  0.35
H 1.64861 -2.26309 -1.28643  0.55
C 1.03452 0.11764 -0.73701  -1.24
H -0.02310 0.21600 -1.03453  0.05
C 1.53127 1.44285 -0.13210  0.42
C 3.05631 1.39695 0.06438  -1.06
H 3.33538 0.39731 0.40455  0.42
H 3.32983 2.11728 0.83677  0.27
C 3.82664 1.73202 -1.21208  -0.53
O 5.22195 1.70248 -1.02207  -0.53
H 5.46109 0.84203 -0.65940  0.33
H 3.60130 2.75050 -1.53785  0.32
H 3.54177 1.04108 -2.01974  0.27
H 1.29707 2.25424 -0.82919  0.39
H 1.61771 -0.10530 -1.63320  0.73
H -0.66531 -0.57501 1.12932  -0.11
H 0.50252 -1.49181 2.11235  0.62
H 1.92526 0.46546 2.37225  0.30
H 0.28397 0.86157 2.90594  0.55
H -0.51437 2.86611 2.12891  0.51
H -0.05207 3.47357 0.53212  0.45
H -2.25912 1.15518 2.35717  0.34
H -4.20142 0.03358 1.36913  0.39
H -4.81548 -0.21496 -2.28568  0.37
H -5.18264 -0.95008 -0.71705  0.37
H -5.84510 0.62903 -1.12967  0.31

Calculated values
- Relative energy (zero: lowest compared OMol25 entry of this formula, charge and spin): 43.9 kcal/mol
- Total charge: 0
- E_HOMO: -7.8 eV
- 2S+1: 1

=====

No. 6
The following is a quantum chemistry calculation of 2 unconnected molecules or ions with the total composition C4H6BrFO at a distorted geometry, from the Open Molecules 2025 dataset.

Each line ends with the Mulliken charge.
Geometry (Å):
C -0.44386 1.41808 -0.24996  0.29
C 1.38709 -0.42713 -0.01222  -0.90
C -0.00731 0.11148 0.35716  -0.12
C -3.09126 1.14735 -0.26430  -0.12
O -0.03883 2.33922 -0.83797  -0.33
F -3.50223 1.73279 0.89024  -0.22
Br -3.52701 -0.79256 -0.20894  -0.18
H 2.26858 -0.18928 0.76711  0.26
H 1.61462 -0.17303 -1.03758  0.30
H 1.16444 -1.57743 -0.00710  0.26
H -0.73178 -0.68045 0.15509  0.13
H 0.01833 0.37083 1.33569  0.35
H -3.61400 1.76135 -1.00682  0.28

Calculated values
- Relative energy (zero: lowest compared OMol25 entry of this formula, charge and spin): 87.4 kcal/mol
- Total charge: 0
- E_HOMO (alpha / beta): -7.7 / -8.4 eV
- 2S+1: 1